{
  "formula": "C42H36BF4O26",
  "method": "ωB97M-V/def2-TZVPD",
  "e_tot_ev": -108902.9942,
  "charge": -1,
  "lumo_energy_ev": -0.83,
  "orbital_gap_ev": 6.0333,
  "e_above_lowest_kj_mol": 462.31,
  "species": ["F", "F", "F", "F", "O", "O", "O", "O", "O", "O", "O", "O", "O", "O", "O", "O", "O", "O", "O", "O", "O", "O", "O", "O", "O", "O", "O", "O", "O", "O", "C", "C", "C", "C", "C", "C", "C", "C", "C", "C", "C", "C", "C", "C", "C", "C", "C", "C", "C", "C", "C", "C", "C", "C", "C", "C", "C", "C", "C", "C", "C", "C", "C", "C", "C", "C", "C", "C", "C", "C", "C", "C", "B", "H", "H", "H", "H", "H", "H", "H", "H", "H", "H", "H", "H", "H", "H", "H", "H", "H", "H", "H", "H", "H", "H", "H", "H", "H", "H", "H", "H", "H", "H", "H", "H", "H", "H", "H", "H"],
  "xyz": [[-8.233, -28.485, -9.308], [-9.071, -28.527, -7.211], [-7.683, -30.088, -7.948], [-6.993, -28.113, -7.339], [-10.439, -26.497, -8.493], [-2.531, -28.039, -5.818], [-13.380, -30.045, -11.166], [-6.567, -32.146, -16.583], [-11.061, -36.459, -4.867], [-9.287, -27.138, -11.823], [-13.447, -33.255, -2.775], [-4.173, -30.989, -16.665], [-7.578, -26.534, -5.336], [-7.537, -30.141, -12.184], [-11.254, -26.697, -5.812], [-9.795, -31.784, -7.867], [-11.523, -21.821, -8.316], [-5.586, -28.378, -12.752], [-11.714, -29.714, -5.787], [-7.386, -25.780, -10.545], [-10.850, -33.926, -2.336], [-9.014, -21.725, -12.823], [-11.735, -21.967, -5.472], [-6.399, -23.034, -8.599], [-7.828, -33.119, -6.375], [-6.120, -21.189, -6.539], [-11.285, -23.008, -13.663], [-9.136, -30.216, -4.947], [-12.807, -35.216, -6.757], [-6.883, -24.834, -3.399], [-3.860, -26.206, -6.604], [-12.677, -31.320, -4.433], [-10.928, -25.405, -7.881], [-6.248, -31.422, -15.641], [-11.485, -28.791, -10.346], [-11.046, -24.011, -8.505], [-4.960, -30.724, -15.649], [-11.353, -33.519, -7.074], [-10.394, -25.298, -12.533], [-11.511, -30.558, -4.948], [-6.752, -30.344, -13.357], [-11.571, -23.060, -6.248], [-8.396, -25.110, -11.298], [-12.489, -32.597, -3.468], [-6.908, -24.395, -4.561], [-9.973, -32.085, -3.508], [-10.013, -32.983, -7.088], [-9.305, -25.895, -11.953], [-7.274, -25.298, -5.653], [-9.177, -34.804, -5.540], [-10.143, -30.962, -4.529], [-8.937, -33.604, -6.367], [-10.726, -35.277, -5.515], [-7.084, -24.710, -7.161], [-7.141, -31.294, -14.456], [-9.227, -22.980, -12.494], [-6.488, -23.013, -4.856], [-6.406, -22.595, -6.356], [-11.729, -34.776, -6.443], [-4.728, -29.612, -14.558], [-10.264, -23.758, -13.048], [-11.563, -24.434, -5.641], [-11.198, -25.635, -6.361], [-11.065, -32.939, -2.964], [-5.698, -29.408, -13.479], [-11.400, -22.839, -7.724], [-11.413, -29.957, -12.642], [-3.537, -27.335, -5.637], [-6.604, -23.425, -7.408], [-4.504, -27.566, -4.394], [-12.183, -29.738, -11.319], [-8.238, -23.640, -11.629], [-8.027, -28.813, -7.983], [-7.726, -26.620, -10.062], [-4.933, -31.307, -17.240], [-11.318, -25.811, -12.814], [-8.958, -32.238, -3.090], [-8.045, -31.846, -14.141], [-4.855, -26.291, -7.101], [-10.562, -29.226, -12.912], [-9.009, -31.480, -7.638], [-5.784, -21.254, -7.330], [-4.940, -26.658, -3.998], [-10.878, -23.723, -9.578], [-11.936, -23.591, -14.129], [-6.365, -22.255, -3.940], [-11.669, -24.530, -4.511], [-12.231, -29.993, -13.329], [-3.974, -28.121, -3.659], [-7.689, -27.123, -5.989], [-11.228, -27.949, -10.774], [-2.973, -26.133, -7.316], [-14.345, -33.087, -3.142], [-6.929, -29.545, -11.540], [-10.834, -30.840, -12.622], [-3.806, -29.140, -14.543], [-7.355, -23.173, -11.313], [-10.753, -29.502, -10.044], [-9.264, -29.799, -5.844], [-7.233, -25.498, -8.051], [-8.630, -35.001, -4.714], [-13.573, -30.978, -4.701], [-5.133, -28.158, -4.823], [-10.409, -36.805, -4.399], [-10.614, -27.109, -7.962], [-12.056, -33.138, -7.687], [-12.079, -22.593, -4.789], [-3.880, -25.191, -6.069], [-12.167, -28.737, -9.361]]
}